1.
Here is C6H14N3PS2 as an isolated structure at a distorted geometry from the Open Molecules 2025 dataset. Energies are from the ωB97M-V functional and the def2-TZVPD basis.

Output
Maximum force in hartree/bohr: 0.0822
E_LUMO in hartree: 0.008
Total charge: 0
Energy above the lowest of the compared OMol25 structures with the same formula, charge and spin in kcal/mol: 0.00

Last column: natural (NBO) charge in e.
Cartesian coordinates (Å):
C 2.8665 0.6664 -0.1473  0.090
C 3.8204 1.7061 -0.3927  -0.682
C -2.4383 0.6121 -1.4667  -0.621
C -3.2484 -1.2367 -0.0506  -0.602
C 1.6069 -2.0180 2.0877  -0.432
C -2.0729 -0.6769 -0.8029  -0.059
N 2.9315 -0.0720 0.9003  -0.216
N 1.3753 -0.9657 1.1149  -0.695
N -0.9798 -0.6051 0.1456  -0.984
P 0.5271 -1.1301 -0.3229  1.509
S 0.6350 -2.9122 -1.1705  -0.552
S 1.5520 0.4770 -1.3357  -0.045
H 4.1513 1.7643 -1.4297  0.244
H 4.6752 1.8075 0.2995  0.254
H 3.3790 2.6933 -0.3589  0.248
H -2.8491 1.3330 -0.7367  0.200
H -1.5574 1.0134 -1.9212  0.213
H -3.1802 0.3998 -2.2111  0.222
H -2.8759 -2.0832 0.4849  0.224
H -4.1594 -1.4360 -0.6162  0.217
H -3.3703 -0.3997 0.6847  0.183
H 2.6458 -2.1870 2.1270  0.223
H 1.2396 -1.6520 3.1212  0.202
H 1.3023 -2.9462 1.7153  0.225
H -1.7160 -1.4851 -1.5540  0.220
H -1.1424 0.1699 0.7813  0.415

=====

2.
Here is C6H14N3Pt as an isolated structure at a distorted geometry from the Open Molecules 2025 dataset. Energies are from the ωB97M-V functional and the def2-TZVPD basis.

Output
<S²>: 2.018
Maximum force in hartree/bohr: 0.0574
E_LUMO (spin up / spin down) in hartree: 0.105 / 0.101
Total charge: -1
Spin multiplicity: 3
Energy above the lowest of the compared OMol25 structures with the same formula, charge and spin in kcal/mol: 1.43

Last column: natural (NBO) charge in e.
Cartesian coordinates (Å):
C 1.8267 -0.2699 -0.6041  -0.862
Pt -0.1194 0.0418 -0.1056  0.512
N -2.0522 0.3408 0.5196  -1.003
H -0.0727 1.4691 -0.9011  -0.235
H -2.7111 0.0608 -0.2149  0.388
H 0.7527 0.9058 0.9628  -0.287
H 2.3039 0.6658 -0.9143  0.177
H 1.8856 -0.9471 -1.4600  0.177
H 2.4251 -0.7206 0.1936  0.177
H -2.2736 -0.1776 1.3758  0.393
H -2.1985 1.3362 0.7080  0.388
N -0.2046 -1.7225 2.4800  -0.862
C -0.3464 -2.5868 1.4227  0.393
C -0.5129 -3.9747 1.5979  -0.422
C -0.7074 -4.7780 0.4799  -0.361
C -0.7182 -4.1830 -0.7909  -0.271
C -0.5590 -2.8119 -0.9006  -0.121
N -0.4218 -2.0267 0.1965  -0.688
H 0.1773 -0.7715 2.3380  0.405
H -0.0877 -2.1147 3.3922  0.370
H -0.4621 -4.3626 2.6134  0.178
H -0.8236 -5.8574 0.5754  0.179
H -0.8399 -4.7637 -1.7084  0.190
H -0.5329 -2.2721 -1.8473  0.186

=====

3.
Here is an isolated ion of composition C6H14N4 and charge +2 at a distorted geometry from the Open Molecules 2025 dataset. Energies are from the ωB97M-V functional and the def2-TZVPD basis.

Output
SMILES: C[N+]1=CN2C[NH2+]CN(C2)C1
Maximum force in hartree/bohr: 0.0956
E_LUMO in hartree: -0.291
Total charge: +2
Energy above the lowest of the compared OMol25 structures with the same formula, charge and spin in kcal/mol: 90.70

Last column: natural (NBO) charge in e.
Cartesian coordinates (Å):
C 1.4592 0.7959 0.4831  -0.091
C 1.2104 -0.6381 -1.4150  -0.050
C -0.0917 1.6426 -1.3172  -0.069
C 0.4421 -1.2584 1.0507  -0.062
C -0.9190 0.7082 0.7445  0.408
C -1.8734 -1.0310 2.0211  -0.467
N 1.2988 -0.5606 0.0528  -0.428
N 0.0667 1.3249 0.0383  -0.416
N 0.1851 0.3584 -2.1606  -0.577
N -0.8555 -0.4667 1.2628  -0.301
H 1.7657 0.9775 1.5624  0.277
H 2.2169 1.3910 0.0715  0.250
H 2.0888 -0.5764 -2.0279  0.258
H 0.8790 -1.6263 -1.6710  0.242
H -1.0820 2.1924 -1.4788  0.283
H 0.7351 2.3781 -1.5951  0.264
H 0.2582 -2.3155 0.6112  0.270
H 0.9218 -1.3276 2.0702  0.268
H -1.9099 1.1462 0.5829  0.232
H -0.5726 -0.2881 -2.3850  0.446
H -1.9558 -0.6963 3.1575  0.285
H -2.8263 -0.6792 1.4716  0.245
H -1.8817 -2.1565 1.9768  0.268
H 0.4402 0.7059 -3.1067  0.466

=====

4.
Here is an isolated ion of composition C6H14N5 and charge +1 at a distorted geometry from the Open Molecules 2025 dataset. Energies are from the ωB97M-V functional and the def2-TZVPD basis.

Output
SMILES: [H]/N=C/N/C(N)=N\C(=[NH2+])C(C)C
Maximum force in hartree/bohr: 0.0882
E_LUMO in hartree: -0.099
Total charge: +1
Energy above the lowest of the compared OMol25 structures with the same formula, charge and spin in kcal/mol: 43.61

Last column: natural (NBO) charge in e.
Cartesian coordinates (Å):
C -2.6350 -1.1215 0.2657  0.284
C -1.3477 0.9185 -0.1485  0.689
C 0.7030 -0.3151 -0.8642  0.649
C 2.1905 1.2973 0.1500  -0.592
C 1.2417 -0.8353 1.4026  -0.614
C 1.8687 -0.2532 0.0817  -0.276
N -0.3228 0.4492 -0.7151  -0.540
N -2.4717 0.1984 0.3543  -0.593
N -1.7062 -1.8120 -0.1819  -0.700
N -1.4908 2.3102 -0.0481  -0.810
N 0.9027 -1.1744 -1.8829  -0.712
H -3.6359 -1.4261 0.5376  0.186
H 2.3096 1.5783 -0.9219  0.214
H 3.1912 1.6202 0.7198  0.250
H 1.3415 1.7944 0.4695  0.196
H 2.0742 -1.2314 2.0137  0.242
H 0.5585 -1.7221 1.0590  0.231
H 0.7118 -0.0246 1.9012  0.217
H 2.6386 -0.8095 -0.3355  0.216
H -3.0980 0.7702 0.8286  0.414
H -1.9342 -2.8206 0.0030  0.371
H -0.6469 2.9255 -0.3514  0.434
H -2.3730 2.8041 0.0769  0.419
H 0.3037 -1.2542 -2.6065  0.406
H 1.6266 -1.8662 -1.8075  0.417

=====

5.
Here is C6H14NO as an isolated structure at a distorted geometry from the Open Molecules 2025 dataset. Energies are from the ωB97M-V functional and the def2-TZVPD basis.

Output
Maximum force in hartree/bohr: 0.1018
E_LUMO in hartree: 0.080
Total charge: -1
Energy above the lowest of the compared OMol25 structures with the same formula, charge and spin in kcal/mol: 135.57

Last column: natural (NBO) charge in e.
Cartesian coordinates (Å):
C -4.5087 0.2401 0.5290  0.000
O -5.2790 -0.8231 0.3573  -0.953
C -3.1768 0.1718 -0.2733  -0.665
C 2.8898 -1.1800 -1.1643  -0.395
C 4.0514 -0.8676 -0.5507  -0.183
C 2.1789 -0.7275 0.1380  -0.266
N 2.1178 0.8798 0.1884  -0.621
C 0.7157 1.2625 0.2854  -0.440
H -4.1232 0.2713 1.5896  0.043
H -5.0073 1.2023 0.3272  0.063
H -2.8705 -0.8528 -0.0363  0.195
H -2.4036 0.8405 0.1192  0.150
H -3.2449 0.2862 -1.3496  0.170
H 2.6438 -2.1883 -1.4790  0.204
H 4.7678 -1.6201 -0.1650  0.170
H 4.3814 0.0740 -0.1137  0.204
H 1.1101 -0.8989 0.1740  0.229
H 2.5019 -0.9764 1.1565  0.172
H 2.3241 0.8283 -0.8074  0.345
H 0.4232 1.0748 1.3193  0.189
H 0.5140 2.3108 0.0653  0.199
H -0.0058 0.6926 -0.3099  0.189

=====

6.
Here is a 2-piece molecular cluster, C6H14NO overall from the Open Molecules 2025 dataset. Energies are from the ωB97M-V functional and the def2-TZVPD basis.

Output
Maximum force in hartree/bohr: 0.0076
E_LUMO in hartree: 0.142
Total charge: -1
Energy above the lowest of the compared OMol25 structures with the same formula, charge and spin in kcal/mol: 17.78

Last column: natural (NBO) charge in e.
Cartesian coordinates (Å):
C -1.3050 0.8707 -1.2057  -0.213
C -1.5116 -0.2716 -1.8455  -0.194
C -0.4545 -1.3223 -2.0013  -0.678
C -2.3568 1.9253 -1.0383  -0.631
H -0.3348 1.0248 -0.7406  0.268
H -2.5066 -0.4668 -2.2545  0.154
H -0.8139 -2.2969 -1.6553  0.184
H -0.1671 -1.4303 -3.0527  0.183
H 0.4288 -1.0304 -1.4146  0.307
H -3.3064 1.6171 -1.4797  0.188
H -2.0563 2.8746 -1.4887  0.197
H -2.5377 2.1457 0.0163  0.201
C 0.4070 -0.8953 2.4248  -0.421
N 1.5840 -0.0451 2.3633  -0.685
C 2.2591 -0.2036 1.0288  0.133
O 1.4886 0.0613 -0.0313  -0.972
H -0.3053 -0.7081 1.6135  0.185
H -0.1092 -0.7707 3.3810  0.160
H 0.7342 -1.9367 2.3533  0.171
H 1.2754 0.9230 2.3686  0.326
H 2.6273 -1.2595 1.0598  0.062
H 3.1542 0.4568 1.1012  0.075

=====

7.
Here is a 2-piece molecular cluster, C6H14NO overall at a distorted geometry from the Open Molecules 2025 dataset. Energies are from the ωB97M-V functional and the def2-TZVPD basis.

Output
Maximum force in hartree/bohr: 0.0458
E_LUMO in hartree: 0.104
Total charge: -1
Energy above the lowest of the compared OMol25 structures with the same formula, charge and spin in kcal/mol: 141.57

Last column: natural (NBO) charge in e.
Cartesian coordinates (Å):
C -0.6960 0.5220 2.2945  0.024
O -1.1502 -0.6370 1.8862  -0.863
C -0.6025 1.6217 1.1325  -0.483
C 0.5682 1.3813 0.2477  -0.186
C 0.3340 0.9570 -1.1659  -0.444
C -0.4394 -0.3592 -1.1881  -0.468
C 0.5482 -1.5302 -1.0990  -0.133
N 1.4703 -1.6352 -2.1426  -0.949
H -1.3212 0.9928 3.0902  0.091
H 0.3674 0.5346 2.6764  0.060
H -1.4873 1.5360 0.4959  0.199
H -0.5948 2.6364 1.5316  0.190
H 1.0200 0.3268 0.6905  0.026
H 1.3645 2.1129 0.3854  0.205
H -0.2152 1.7669 -1.6570  0.197
H 1.2477 0.8220 -1.7294  0.231
H -0.9915 -0.4879 -2.1266  0.195
H -1.1609 -0.3534 -0.3661  0.254
H 1.1605 -1.4409 -0.1290  0.119
H -0.0458 -2.4446 -0.9199  0.190
H 1.1628 -0.6102 0.7661  0.251
H 0.9905 -1.4004 -3.0157  0.294

=====

8.
Here is C6H14NO as an isolated structure at a distorted geometry from the Open Molecules 2025 dataset. Energies are from the ωB97M-V functional and the def2-TZVPD basis.

Output
<S²>: 0.754
Maximum force in hartree/bohr: 0.0883
E_LUMO (spin up / spin down) in hartree: 0.031 / 0.005
Total charge: 0
Spin multiplicity: 2
Energy above the lowest of the compared OMol25 structures with the same formula, charge and spin in kcal/mol: 42.27

Last column: natural (NBO) charge in e.
Cartesian coordinates (Å):
C 0.9868 -3.4966 1.7009  -0.605
C 0.9048 -2.0749 1.1606  -0.307
N -0.3108 -1.8902 0.4241  -0.208
C -0.4752 -0.5482 -0.0693  -0.293
C 0.6906 -0.0345 -0.9339  -0.644
C -0.7388 3.8229 -0.8276  -0.627
C -1.7080 2.8458 -1.2945  0.326
O -1.5165 1.9378 -2.0714  -0.584
H 0.1250 -3.6954 2.3448  0.209
H 0.9263 -4.1984 0.8664  0.210
H 1.9019 -3.7034 2.2483  0.204
H 1.7766 -1.8566 0.5269  0.198
H 0.9488 -1.3815 1.9995  0.187
H -1.3669 -0.5214 -0.6832  0.208
H -0.6178 0.1171 0.8037  0.182
H 0.3280 0.6996 -1.6568  0.246
H 1.1361 -0.8612 -1.4805  0.210
H 1.4760 0.4263 -0.3247  0.196
H 0.2391 3.8041 -1.2754  0.246
H -1.1111 4.6446 -0.2419  0.238
H -0.8470 2.8460 -0.1544  0.275
H -2.7480 3.1181 -1.0615  0.131

=====

9.
Here is C6H14NO in the gas phase at a distorted geometry from the Open Molecules 2025 dataset. Energies are from the ωB97M-V functional and the def2-TZVPD basis.

Output
<S²>: 0.756
Maximum force in hartree/bohr: 0.1213
E_LUMO (spin up / spin down) in hartree: 0.035 / -0.068
Total charge: 0
Spin multiplicity: 2
Energy above the lowest of the compared OMol25 structures with the same formula, charge and spin in kcal/mol: 61.46

Last column: natural (NBO) charge in e.
Cartesian coordinates (Å):
C 0.7661 -1.3815 0.9894  -0.239
N -0.5712 -1.8724 0.6078  -0.644
C -1.7484 -0.5959 0.8263  0.025
O -2.7985 -0.9302 0.1464  -0.297
C 1.4932 -0.8510 -0.3013  -0.388
C 0.8405 0.4207 -0.9835  -0.416
C 0.8619 1.6822 -0.1979  -0.390
C 0.9990 2.9979 -1.0384  -0.614
H 0.5652 -0.5646 1.6719  0.174
H 1.1798 -2.0889 1.6566  0.206
H -0.7637 -2.1070 -0.3035  0.346
H -1.3367 0.3635 0.3520  0.236
H -1.8761 -0.3510 1.8599  0.183
H 2.5194 -0.5800 0.1193  0.197
H 1.4673 -1.6565 -0.9812  0.202
H 1.2654 0.5944 -1.9049  0.208
H -0.2158 -0.0222 -1.1471  0.194
H 1.6616 1.7358 0.6917  0.200
H -0.1387 1.6232 0.4043  0.184
H 1.7482 3.0147 -1.8014  0.214
H -0.0105 3.1436 -1.5190  0.204
H 1.0470 3.8091 -0.2917  0.215

=====

10.
Here is a 2-piece molecular cluster, C6H14NO overall at a distorted geometry from the Open Molecules 2025 dataset. Energies are from the ωB97M-V functional and the def2-TZVPD basis.

Output
Maximum force in hartree/bohr: 0.0402
E_LUMO in hartree: -0.307
Total charge: +1
Energy above the lowest of the compared OMol25 structures with the same formula, charge and spin in kcal/mol: 94.62

Last column: natural (NBO) charge in e.
Cartesian coordinates (Å):
O 1.4701 0.2728 -0.2330  -0.345
C 1.0349 -0.3727 -1.1352  0.302
C -0.3984 -0.8403 -1.1155  0.347
C -1.2540 -0.5526 -0.0231  -0.401
C -2.5727 -1.3236 -0.0224  -0.619
C -1.5372 1.0022 0.0977  -0.341
C -2.0980 1.4415 1.4546  -0.605
N 4.7092 0.0697 0.6316  -1.110
H 1.6898 -0.8119 -1.9026  0.180
H -0.6281 -1.7250 -1.7118  0.234
H -0.6770 -0.8160 0.8713  0.368
H -2.4565 -2.3985 -0.1400  0.238
H -3.2077 -0.9509 -0.8295  0.234
H -3.1457 -1.1354 0.8803  0.251
H -2.2738 1.2070 -0.6802  0.224
H -0.6731 1.6288 -0.1203  0.238
H -3.0169 0.9234 1.7180  0.219
H -2.2704 2.5127 1.4108  0.250
H -1.3590 1.1967 2.2207  0.219
H 5.1797 -0.7206 0.2363  0.371
H 5.3081 0.8030 0.9620  0.382
H 3.8408 0.3206 0.2099  0.361

=====

11.
Here is a 2-piece molecular cluster, C6H14NO overall at a distorted geometry from the Open Molecules 2025 dataset. Energies are from the ωB97M-V functional and the def2-TZVPD basis.

Output
Maximum force in hartree/bohr: 0.0849
E_LUMO in hartree: -0.113
Total charge: +1
Energy above the lowest of the compared OMol25 structures with the same formula, charge and spin in kcal/mol: 59.79

Last column: natural (NBO) charge in e.
Cartesian coordinates (Å):
C 1.2944 -1.1450 -0.9777  -0.185
C -0.0454 -0.9966 -1.6475  -0.464
C -0.8700 0.0426 -0.9131  -0.039
C -1.9421 -0.3812 -0.2297  -0.353
C 0.0035 2.0932 0.0222  -0.386
C -0.5193 1.4632 -1.0127  -0.247
N 1.3813 -0.6453 0.5944  -0.707
H 1.9170 -0.4252 -1.5476  0.227
H 1.7608 -2.1485 -0.8909  0.232
H -0.4857 -1.9624 -1.4561  0.234
H 0.2504 -0.7661 -2.7651  0.258
H -2.3442 -1.3079 -0.1943  0.201
H -2.5385 0.1281 0.4227  0.203
H 0.4110 1.7094 0.9873  0.190
H -0.0601 3.2205 0.0877  0.228
H -0.9794 1.9761 -1.8733  0.249
H 0.5226 -0.8564 1.0789  0.474
H 1.6088 0.3132 0.5481  0.435
H 2.2495 -1.1003 0.8881  0.437
H -0.1776 0.8331 3.3871  0.502
H -1.1671 -0.1266 2.7506  0.484
O -0.2699 0.0823 2.7408  -0.972

=====

- Number 7 is which compound?
  C6H14NO

=====

- What is the formula in the fifth record?
  C6H14NO

=====

- Look up the maximum force of the fourth one.
  0.0882 hartree/bohr

=====

- Among the records above, which one has the highest maximum force?
  number 9